1.
Entry from the Open Molecules 2025 dataset: C44H65N3O2ReSSe as an isolated structure (ωB97M-V with the def2-TZVPD basis set).

Values from the calculation:
net charge: +2
strongest force on any atom: 2.09 eV/Å
highest occupied orbital energy (spin up / spin down): -12.961 / -13.044 eV
relative energy (zero: lowest compared OMol25 entry of this formula, charge and spin): 0.00 kJ/mol
multiplicity: 2
⟨S²⟩: 0.763
LUMO energy (spin up / spin down): -7.1 / -7.0 eV

The geometry in XYZ format:
```
117
C44H65N3O2ReSSe, DFT ωB97M-V with the def2-TZVPD basis set
Re -0.390 -0.354 0.264
C -0.804 6.136 4.843
C -0.644 4.636 5.083
C 0.659 4.402 5.860
C -1.834 4.145 5.920
C -0.601 3.846 3.776
C -0.403 2.460 3.820
C -0.365 1.760 2.639
Se -0.199 -0.148 2.675
C 1.679 -0.502 2.645
C 2.367 -0.763 3.821
C 3.712 -1.097 3.730
C 4.273 -1.190 2.449
C 3.596 -0.954 1.257
C 2.252 -0.593 1.392
O 1.468 -0.294 0.292
C 4.277 -1.097 -0.108
C 4.238 0.242 -0.860
C 3.562 -2.190 -0.917
C 5.744 -1.506 0.032
C 4.585 -1.368 4.953
C 5.113 -2.807 4.884
C 3.802 -1.192 6.253
C 5.765 -0.386 4.952
C -0.550 2.358 1.386
O -0.546 1.582 0.263
C -0.738 3.736 1.303
C -0.761 4.424 2.531
C -0.935 4.572 0.031
C 0.125 5.687 0.017
C -2.335 5.201 0.082
C -0.805 3.815 -1.294
H -0.809 6.653 5.802
H -1.743 6.375 4.340
H 0.019 6.546 4.255
H 0.651 4.988 6.780
H 1.527 4.707 5.274
H 0.788 3.356 6.143
H -1.881 4.703 6.857
H -1.745 3.087 6.172
H -2.777 4.295 5.391
H -0.262 1.961 4.771
H 1.865 -0.686 4.775
H 5.316 -1.463 2.383
H 3.223 0.585 -1.051
H 4.745 0.135 -1.820
H 4.760 1.015 -0.295
H 2.525 -1.930 -1.129
H 3.587 -3.143 -0.381
H 4.072 -2.333 -1.871
H 6.326 -0.769 0.588
H 6.183 -1.581 -0.962
H 5.862 -2.477 0.517
H 4.294 -3.528 4.846
H 5.714 -3.026 5.766
H 5.744 -2.965 4.008
H 2.962 -1.886 6.324
H 3.423 -0.174 6.365
H 4.457 -1.390 7.101
H 6.401 -0.518 4.076
H 6.384 -0.547 5.834
H 5.418 0.648 4.965
H -0.917 5.491 2.490
H 0.049 6.357 0.872
H -0.005 6.292 -0.881
H 1.133 5.270 -0.001
H -2.467 5.846 0.951
H -3.109 4.432 0.108
H -2.493 5.809 -0.809
H 0.161 3.322 -1.395
H -0.894 4.545 -2.099
H -1.590 3.072 -1.428
C -6.420 -1.069 4.378
C -6.423 -0.530 2.953
C -5.232 0.370 2.630
C -3.875 -0.275 2.868
N -3.757 -1.588 2.205
C -3.314 -1.813 0.983
S -2.779 -0.471 -0.026
N -3.312 -3.032 0.472
C -3.751 -4.252 1.165
C -5.263 -4.453 1.121
C -5.840 -4.452 -0.294
C -5.195 -5.478 -1.218
H -7.322 -1.641 4.587
H -6.367 -0.258 5.106
H -5.573 -1.733 4.581
H -7.337 0.039 2.779
H -6.466 -1.358 2.236
H -5.266 1.268 3.254
H -5.288 0.712 1.593
H -3.692 -0.456 3.927
H -3.073 0.361 2.496
H -4.219 -2.359 2.668
H -3.063 -3.091 -0.502
H -3.373 -4.217 2.190
H -3.231 -5.077 0.680
H -5.761 -3.686 1.722
H -5.474 -5.405 1.615
H -5.758 -3.450 -0.725
H -6.910 -4.650 -0.224
H -4.148 -5.250 -1.440
H -5.710 -5.524 -2.176
H -5.224 -6.478 -0.781
N -0.160 -2.396 0.115
C 0.186 -3.491 0.025
C 0.640 -4.838 -0.117
C 0.642 -5.410 -1.392
C 1.100 -6.706 -1.537
C 1.548 -7.410 -0.425
C 1.546 -6.831 0.841
C 1.088 -5.538 1.005
H 0.305 -4.841 -2.248
H 1.116 -7.166 -2.515
H 1.907 -8.422 -0.547
H 1.907 -7.390 1.693
H 1.091 -5.066 1.978
```



2.
Entry from the Open Molecules 2025 dataset: a 12-piece molecular cluster, C48H76F4N8O8 overall (ωB97M-V with the def2-TZVPD basis set).

Values from the calculation:
SMILES: Fc1ccccc1.Fc1ccccc1.Fc1ccccc1.Fc1ccccc1.CN(C)C=O.CN(C)C=O.CN(C)C=O.CN(C)C=O.CN(C)C=O.CN(C)C=O.CN(C)C=O.CN(C)C=O
strongest force on any atom: 3.60 eV/Å
highest occupied orbital energy: -8.592 eV
relative energy (zero: lowest compared OMol25 entry of this formula, charge and spin): 23.53 kJ/mol
LUMO energy: 0.5 eV

The geometry in XYZ format:
```
144
C48H76F4N8O8, DFT ωB97M-V with the def2-TZVPD basis set
F -2.694 -0.153 3.720
C -3.992 0.009 4.008
C -4.824 0.794 3.183
C -6.170 0.951 3.518
C -6.653 0.269 4.629
C -5.873 -0.542 5.415
C -4.563 -0.658 5.094
H -4.534 1.111 2.236
H -6.866 1.502 2.895
H -7.663 0.418 4.942
H -6.183 -1.138 6.295
H -3.991 -1.470 5.585
F 3.619 -6.596 -2.955
C 2.799 -5.558 -2.478
C 3.413 -4.557 -1.756
C 2.496 -3.580 -1.284
C 1.144 -3.708 -1.424
C 0.613 -4.765 -2.127
C 1.426 -5.703 -2.711
H 4.469 -4.506 -1.767
H 3.006 -2.748 -0.794
H 0.398 -3.058 -0.991
H -0.432 -4.964 -2.199
H 1.086 -6.648 -3.142
F 0.861 1.639 -4.357
C 2.015 0.899 -4.364
C 2.552 0.413 -3.214
C 3.707 -0.317 -3.325
C 4.365 -0.537 -4.541
C 3.844 -0.054 -5.739
C 2.565 0.574 -5.617
H 2.033 0.683 -2.324
H 4.190 -0.667 -2.434
H 5.264 -1.135 -4.608
H 4.362 -0.123 -6.699
H 2.113 0.908 -6.538
F 0.846 5.316 0.843
C 0.133 4.947 -0.252
C 0.582 5.482 -1.413
C -0.063 5.037 -2.565
C -0.949 3.978 -2.505
C -1.376 3.483 -1.237
C -0.772 3.920 -0.106
H 1.354 6.229 -1.440
H 0.065 5.481 -3.546
H -1.364 3.526 -3.403
H -2.105 2.708 -1.193
H -0.978 3.605 0.908
C 2.066 -1.297 3.925
O 2.314 -1.972 2.951
N 2.955 -1.170 4.964
C 4.162 -1.978 4.972
C 2.643 -0.441 6.164
H 1.065 -0.786 4.095
H 4.773 -1.851 5.846
H 4.759 -1.587 4.083
H 3.894 -3.064 4.829
H 2.524 -1.209 6.928
H 3.335 0.402 6.307
H 1.632 0.040 6.041
C 3.500 2.642 -1.549
O 3.720 1.761 -0.733
N 4.321 3.046 -2.517
C 5.592 2.417 -2.786
C 3.757 3.905 -3.574
H 2.484 3.191 -1.575
H 5.973 2.005 -1.844
H 6.342 3.185 -3.012
H 5.443 1.654 -3.581
H 3.221 3.379 -4.386
H 3.101 4.630 -3.074
H 4.642 4.369 -3.940
C 5.528 1.126 3.844
O 5.024 1.719 4.802
N 4.947 0.972 2.681
C 5.515 0.309 1.510
C 3.525 1.408 2.585
H 6.477 0.629 3.753
H 6.559 0.355 1.602
H 5.170 0.737 0.601
H 5.392 -0.799 1.505
H 2.942 0.962 3.422
H 3.457 2.484 2.606
H 3.112 1.025 1.656
C -1.724 0.387 0.868
O -2.885 0.490 0.552
N -0.744 0.269 -0.074
C 0.625 0.090 0.337
C -0.979 0.249 -1.540
H -1.374 0.264 1.933
H 0.623 0.083 1.404
H 1.240 1.019 0.177
H 1.074 -0.809 -0.002
H -0.750 -0.736 -1.916
H -2.032 0.388 -1.649
H -0.429 1.073 -2.046
C -0.704 2.867 3.225
O 0.231 2.182 3.470
N -0.837 4.201 3.509
C -1.955 5.015 3.050
C 0.328 4.907 4.019
H -1.655 2.515 2.770
H -2.642 4.407 2.525
H -1.627 5.738 2.291
H -2.383 5.508 3.922
H 0.939 4.118 4.523
H 0.867 5.351 3.142
H -0.071 5.818 4.641
C -3.280 -2.678 -1.041
O -2.497 -3.564 -1.414
N -4.633 -2.671 -1.314
C -5.471 -1.789 -0.591
C -5.301 -3.532 -2.258
H -3.036 -1.840 -0.342
H -4.820 -0.861 -0.435
H -5.869 -2.239 0.321
H -6.312 -1.441 -1.215
H -6.073 -4.095 -1.782
H -5.808 -2.901 -2.973
H -4.582 -4.321 -2.672
C -1.705 -3.566 1.293
O -1.480 -2.360 1.501
N -2.834 -4.116 1.723
C -3.189 -5.389 1.229
C -3.795 -3.188 2.347
H -1.042 -4.261 0.783
H -3.963 -5.276 0.435
H -3.613 -6.103 2.005
H -2.376 -5.901 0.709
H -4.832 -3.563 2.308
H -3.483 -3.180 3.449
H -3.683 -2.180 1.945
C -2.885 0.706 -4.404
O -2.721 1.732 -4.999
N -2.441 -0.436 -4.961
C -1.645 -0.484 -6.218
C -2.710 -1.696 -4.362
H -3.389 0.657 -3.410
H -1.395 -1.534 -6.336
H -0.760 0.161 -6.172
H -2.229 -0.215 -7.106
H -3.319 -2.342 -4.976
H -1.839 -2.277 -4.092
H -3.267 -1.550 -3.430
```